Below is 3 unconnected molecules or ions with the total composition C29H61F9O4PS2 at a distorted geometry, with properties calculated with the ωB97M-V functional and the def2-TZVPD basis.

Bonds (Å) are listed after each position.
Cartesian coordinates (Å):
1 C 7.41702 -2.81891 -2.38703  C2 1.555, H34 1.090, H35 1.089, H36 1.093
2 C 6.31455 -3.09368 -3.44844  C1 1.555, O3 1.401, H37 1.095, H38 1.095
3 O 5.64431 -1.90444 -3.76245  C2 1.401, C4 1.440
4 C 4.54278 -1.68613 -2.86153  O3 1.440, C5 1.527, H39 1.094, H40 1.092
5 C 4.03941 -0.25873 -3.06594  C4 1.527, O6 1.397, H41 1.105, H42 1.094
6 O 3.17682 0.22027 -2.07733  C5 1.397, P7 1.712
7 P 1.69814 -0.59348 -1.78929  O6 1.712, C8 1.921, C12 1.932, O26 1.758, O33 1.799, H43 1.441
8 C 0.58368 0.83636 -2.42431  P7 1.921, C9 1.533, H44 1.088, H45 1.097
9 C 0.18941 2.03465 -1.55306  C8 1.533, C10 1.562, H46 1.092, H47 1.101
10 C 1.07344 3.32283 -1.53262  C9 1.562, S11 1.820, H48 1.091, H49 1.095
11 S 2.50589 3.37811 -2.65334  C10 1.820, H50 1.353
12 C 1.69871 -0.10413 0.07941  P7 1.932, C13 1.540, H51 1.089, H52 1.094
13 C 2.65642 1.01220 0.53475  C12 1.540, C14 1.532, H53 1.101, H54 1.087
14 C 3.96890 0.46724 1.10798  C13 1.532, F15 1.330, F16 1.370, C17 1.547
15 F 4.56711 -0.45717 0.36282  C14 1.330
16 F 3.63594 -0.18444 2.26648  C14 1.370
17 C 4.97572 1.53013 1.60827  C14 1.547, F18 1.324, F19 1.333, S20 1.875
18 F 5.98947 0.95308 2.23506  C17 1.324
19 F 4.35165 2.25825 2.53345  C17 1.333
20 S 5.66194 2.73891 0.35039  C17 1.875, F21 1.604, F22 1.571, F23 1.586, F24 1.609, F25 1.591
21 F 7.03448 1.91653 0.24295  S20 1.604
22 F 5.11161 1.93092 -0.87880  S20 1.571
23 F 4.36008 3.64078 0.42980  S20 1.586
24 F 6.30645 3.58849 1.55505  S20 1.609
25 F 6.27124 3.80634 -0.65981  S20 1.591
26 O 1.56608 -1.23347 -3.42082  P7 1.758, C27 1.400
27 C 0.63570 -2.26847 -3.57568  O26 1.400, C28 1.550, H55 1.097, H56 1.109
28 C 0.08655 -2.63516 -2.17371  C27 1.550, C29 1.542, O33 1.409, H57 1.101
29 C -1.35019 -3.18674 -2.06981  C28 1.542, C30 1.545, H58 1.095, H59 1.092
30 C -1.34233 -4.54757 -1.33837  C29 1.545, C31 1.537, C32 1.547, H60 1.094
31 C -2.76188 -5.01184 -0.97709  C30 1.537, H61 1.094, H62 1.092, H63 1.095
32 C -0.64522 -5.63507 -2.18974  C30 1.547, H64 1.090, H65 1.092, H66 1.091
33 O 0.18611 -1.47644 -1.37773  P7 1.799, C28 1.409
34 H 7.81892 -1.82988 -2.60773  C1 1.090
35 H 8.19483 -3.58087 -2.38586  C1 1.089
36 H 6.92869 -2.74248 -1.41263  C1 1.093
37 H 6.82431 -3.47110 -4.34068  C2 1.095
38 H 5.63112 -3.87835 -3.10596  C2 1.095
39 H 3.76198 -2.40652 -3.12268  C4 1.094
40 H 4.89571 -1.85396 -1.84189  C4 1.092
41 H 4.95456 0.35684 -2.99161  C5 1.105
42 H 3.70604 -0.09817 -4.09539  C5 1.094
43 H 2.32974 -1.82187 -1.37777  P7 1.441
44 H -0.34152 0.35406 -2.73420  C8 1.088
45 H 1.01509 1.19242 -3.36855  C8 1.097
46 H -0.06885 1.80039 -0.51832  C9 1.092
47 H -0.76794 2.39762 -1.95796  C9 1.101
48 H 0.46068 4.20162 -1.73918  C10 1.091
49 H 1.43838 3.47234 -0.51133  C10 1.095
50 H 3.52765 3.77243 -1.85893  S11 1.353
51 H 0.68329 0.03315 0.44787  C12 1.089
52 H 2.03460 -1.01516 0.58413  C12 1.094
53 H 2.20792 1.49319 1.41727  C13 1.101
54 H 2.82354 1.82267 -0.17049  C13 1.087
55 H -0.09413 -2.13758 -4.38362  C27 1.097
56 H 1.24227 -3.14249 -3.88736  C27 1.109
57 H 0.76324 -3.34885 -1.67931  C28 1.101
58 H -1.83080 -3.27728 -3.05005  C29 1.095
59 H -1.91954 -2.49751 -1.44231  C29 1.092
60 H -0.79008 -4.37016 -0.41053  C30 1.094
61 H -3.36351 -5.19336 -1.87310  C31 1.094
62 H -3.27547 -4.29180 -0.33659  C31 1.092
63 H -2.67479 -5.97426 -0.46175  C31 1.095
64 H -0.93330 -6.63055 -1.85046  C32 1.090
65 H -0.90112 -5.49302 -3.24173  C32 1.092
66 H 0.43289 -5.49854 -2.08952  C32 1.091
67 C -3.02879 7.00803 1.09499  C68 1.526, H73 1.091, H74 1.092, H75 1.092
68 C -1.67624 6.42558 0.69570  C67 1.526, C69 1.528, H76 1.094, H77 1.093
69 C -1.46471 4.99228 1.17982  C68 1.528, C70 1.529, H78 1.093, H79 1.095
70 C -1.46641 4.81115 2.69802  C69 1.529, C71 1.528, H80 1.094, H81 1.095
71 C -0.42623 5.64431 3.44485  C70 1.528, C72 1.526, H82 1.094, H83 1.094
72 C 1.01046 5.30145 3.05985  C71 1.526, H84 1.092, H85 1.091, H86 1.091
73 H -3.13682 7.07179 2.17918  C67 1.091
74 H -3.14570 8.01669 0.69409  C67 1.092
75 H -3.84544 6.39621 0.70588  C67 1.092
76 H -0.87506 7.07325 1.06267  C68 1.094
77 H -1.59934 6.43454 -0.39487  C68 1.093
78 H -0.52227 4.61841 0.77071  C69 1.093
79 H -2.24715 4.35598 0.75452  C69 1.095
80 H -1.29856 3.75243 2.91878  C70 1.094
81 H -2.45984 5.04465 3.09388  C70 1.095
82 H -0.55288 5.47329 4.51780  C71 1.094
83 H -0.60590 6.71117 3.28258  C71 1.094
84 H 1.22413 4.24773 3.24995  C72 1.092
85 H 1.71609 5.89600 3.64281  C72 1.091
86 H 1.20589 5.50345 2.00553  C72 1.091
87 C -8.83991 -3.41697 3.50216  C88 1.526, H93 1.091, H94 1.092, H95 1.092
88 C -7.76526 -2.34445 3.65175  C87 1.526, C89 1.528, H96 1.093, H97 1.094
89 C -7.13650 -1.92450 2.32395  C88 1.528, C90 1.530, H98 1.093, H99 1.095
90 C -6.39848 -3.03743 1.57793  C89 1.530, C91 1.528, H100 1.094, H101 1.094
91 C -5.27222 -3.70565 2.36470  C90 1.528, C92 1.526, H102 1.093, H103 1.094
92 C -4.14473 -2.74823 2.73914  C91 1.526, H104 1.092, H105 1.091, H106 1.091
93 H -8.43197 -4.34212 3.09241  C87 1.091
94 H -9.28219 -3.65472 4.47139  C87 1.092
95 H -9.64108 -3.07563 2.84304  C87 1.092
96 H -6.99368 -2.69239 4.34376  C88 1.093
97 H -8.21403 -1.46129 4.11525  C88 1.094
98 H -6.45205 -1.09148 2.50610  C89 1.093
99 H -7.92086 -1.52977 1.66984  C89 1.095
100 H -5.98639 -2.61947 0.65430  C90 1.094
101 H -7.11444 -3.80360 1.26507  C90 1.094
102 H -4.85683 -4.51166 1.75390  C91 1.093
103 H -5.66752 -4.17972 3.26810  C91 1.094
104 H -3.70691 -2.29343 1.84846  C92 1.092
105 H -3.35074 -3.27943 3.26588  C92 1.091
106 H -4.49385 -1.94861 3.39482  C92 1.091

The HOMO energy is -4.75 eV. Its net charge is -1. The spin multiplicity is 1.

=====

Below is 3 unconnected molecules or ions with the total composition C29H61N4O8, with properties calculated with the ωB97M-V functional and the def2-TZVPD basis.

Bonds (Å) are listed after each position.
Cartesian coordinates (Å):
1 C -4.97663 5.17294 -1.34893  C2 1.503, H24 1.089, H25 1.093, H26 1.091
2 C -4.23093 6.47468 -1.26522  C1 1.503, O3 1.197, O4 1.362
3 O -4.30263 7.31390 -2.11517  C2 1.197
4 O -3.50907 6.66915 -0.12663  C2 1.362, C5 1.441
5 C -2.09751 6.41521 -0.26383  O4 1.441, C6 1.523, H27 1.092, H28 1.092
6 C -1.67174 5.07766 0.32744  C5 1.523, C7 1.542, H29 1.094, H30 1.092
7 C -0.25442 4.66178 -0.11580  C6 1.542, C8 1.542, H31 1.092, H32 1.093
8 C -0.16202 3.25486 -0.74057  C7 1.542, C9 1.555, C14 1.538, C23 1.537
9 C -0.81011 2.18755 0.18675  C8 1.555, C10 1.536, H33 1.094, H34 1.094
10 C -0.51294 2.31077 1.68903  C9 1.536, C11 1.514, H35 1.090, H36 1.096
11 C -1.59041 2.72332 2.66967  C10 1.514, N12 1.383, O13 1.215
12 N -2.90739 2.46328 2.33829  C11 1.383, H37 1.014, H38 1.009
13 O -1.29293 3.14196 3.77084  C11 1.215
14 C 1.31450 2.86634 -0.92634  C8 1.538, C15 1.540, H39 1.097, H40 1.094
15 C 2.08055 3.47326 -2.11653  C14 1.540, C16 1.530, C17 1.545, N18 1.497
16 C 3.35058 2.64025 -2.30190  C15 1.530, H41 1.089, H42 1.089, H43 1.095
17 C 2.55462 4.92307 -1.87215  C15 1.545, H44 1.093, H45 1.081, H46 1.093
18 N 1.24859 3.36497 -3.35651  C15 1.497, O19 1.281, C20 1.498
19 O 1.56318 2.40298 -4.14120  N18 1.281
20 C -0.20548 3.72555 -3.34704  N18 1.498, C21 1.539, C22 1.531, C23 1.541
21 C -0.41249 5.24120 -3.51907  C20 1.539, H47 1.092, H48 1.093, H49 1.081
22 C -0.87687 3.08613 -4.56514  C20 1.531, H50 1.089, H51 1.095, H52 1.088
23 C -0.88658 3.14627 -2.09182  C8 1.537, C20 1.541, H53 1.099, H54 1.096
24 H -4.52261 4.38189 -0.75399  C1 1.089
25 H -5.99210 5.32979 -0.97513  C1 1.093
26 H -5.02670 4.86897 -2.39555  C1 1.091
27 H -1.82524 6.49782 -1.31850  C5 1.092
28 H -1.60217 7.22673 0.27251  C5 1.092
29 H -1.69744 5.18612 1.41610  C6 1.094
30 H -2.40557 4.31477 0.05851  C6 1.092
31 H 0.13051 5.40833 -0.81331  C7 1.092
32 H 0.42283 4.70240 0.74162  C7 1.093
33 H -0.42017 1.22172 -0.14648  C9 1.094
34 H -1.88473 2.13463 -0.01094  C9 1.094
35 H 0.33052 2.97362 1.88309  C10 1.090
36 H -0.20582 1.32853 2.06728  C10 1.096
37 H -3.52764 2.95512 2.97209  N12 1.014
38 H -3.16053 2.63142 1.37604  N12 1.009
39 H 1.85357 3.14450 -0.01208  C14 1.097
40 H 1.39606 1.77788 -1.00484  C14 1.094
41 H 3.14269 1.57175 -2.31617  C16 1.089
42 H 3.87371 2.93055 -3.21213  C16 1.089
43 H 4.00695 2.84586 -1.44996  C16 1.095
44 H 3.49844 5.09292 -2.39687  C17 1.093
45 H 1.86948 5.67906 -2.22954  C17 1.081
46 H 2.74099 5.08626 -0.80748  C17 1.093
47 H -1.44636 5.49898 -3.27799  C21 1.092
48 H -0.25062 5.51498 -4.56471  C21 1.093
49 H 0.24710 5.85987 -2.92653  C21 1.081
50 H -0.35527 3.35807 -5.48167  C22 1.089
51 H -1.89592 3.48221 -4.62580  C22 1.095
52 H -0.93505 2.00290 -4.47731  C22 1.088
53 H -1.87873 3.61012 -2.00084  C23 1.099
54 H -1.06687 2.08043 -2.27151  C23 1.096
55 C 3.17594 -4.46160 2.93304  O56 1.413, H64 1.089, H65 1.096, H66 1.095
56 O 2.22578 -3.83394 2.09680  C55 1.413, C57 1.422
57 C 1.13332 -3.23301 2.77956  O56 1.422, C58 1.511, H67 1.094, H68 1.094
58 C 1.16697 -1.72932 2.63298  C57 1.511, N59 1.455, H69 1.095, H70 1.100
59 N 2.29675 -1.15420 3.34720  C58 1.455, C60 1.457, H71 1.012
60 C 2.49497 0.27061 3.11527  N59 1.457, C61 1.524, H72 1.092, H73 1.095
61 C 2.86233 0.71414 1.70427  C60 1.524, O62 1.412, H74 1.094, H75 1.099
62 O 4.14367 0.30108 1.27843  C61 1.412, C63 1.415
63 C 4.20702 -0.97498 0.67016  O62 1.415, H76 1.094, H77 1.094, H78 1.090
64 H 3.87578 -4.98767 2.28597  C55 1.089
65 H 3.73343 -3.74255 3.54320  C55 1.096
66 H 2.70044 -5.18788 3.59971  C55 1.095
67 H 1.14105 -3.51756 3.83578  C57 1.094
68 H 0.21033 -3.60996 2.32825  C57 1.094
69 H 0.24211 -1.31526 3.04753  C58 1.095
70 H 1.17766 -1.50506 1.55599  C58 1.100
71 H 3.13955 -1.65285 3.09145  N59 1.012
72 H 3.28655 0.61356 3.78543  C60 1.092
73 H 1.58075 0.79420 3.41457  C60 1.095
74 H 2.88558 1.80820 1.70388  C61 1.094
75 H 2.10808 0.41262 0.96439  C61 1.099
76 H 3.28307 -1.20980 0.13355  C63 1.094
77 H 4.40298 -1.77030 1.39531  C63 1.094
78 H 5.03098 -0.95704 -0.04275  C63 1.090
79 C -0.87355 -8.13944 3.04730  O80 1.412, H88 1.089, H89 1.096, H90 1.095
80 O -0.50223 -8.69141 1.80227  C79 1.412, C81 1.422
81 C -1.57914 -9.23530 1.04978  O80 1.422, C82 1.512, H91 1.094, H92 1.093
82 C -1.81268 -8.43851 -0.21384  C81 1.512, N83 1.455, H93 1.094, H94 1.099
83 N -2.32238 -7.11082 0.09351  C82 1.455, C84 1.458, H95 1.012
84 C -2.41819 -6.20942 -1.04828  N83 1.458, C85 1.524, H96 1.093, H97 1.095
85 C -1.12539 -5.80362 -1.74578  C84 1.524, O86 1.413, H98 1.093, H99 1.097
86 O -0.26753 -5.01606 -0.94469  C85 1.413, C87 1.417
87 C 0.64640 -5.73522 -0.13500  O86 1.417, H100 1.094, H101 1.095, H102 1.088
88 H 0.04477 -7.85924 3.56053  C79 1.089
89 H -1.50180 -7.24818 2.93737  C79 1.096
90 H -1.41058 -8.86842 3.66229  C79 1.095
91 H -2.48978 -9.26400 1.65536  C81 1.094
92 H -1.31462 -10.26163 0.78084  C81 1.093
93 H -2.54844 -8.96381 -0.83044  C82 1.094
94 H -0.86609 -8.41822 -0.77247  C82 1.099
95 H -1.72946 -6.68788 0.79617  N83 1.012
96 H -2.90935 -5.29534 -0.70586  C84 1.093
97 H -3.08048 -6.66590 -1.79145  C84 1.095
98 H -1.39544 -5.18345 -2.60466  C85 1.093
99 H -0.57906 -6.67112 -2.13625  C85 1.097
100 H 0.95108 -6.67215 -0.61019  C87 1.094
101 H 0.23108 -5.96011 0.85251  C87 1.095
102 H 1.52261 -5.10751 0.01485  C87 1.088

The expectation value of S² is 0.75. The HOMO energy (alpha / beta) is -8.11 / -8.70 eV. Its net charge is 0. The spin multiplicity is 2.

=====

Q: Which formula does entry 2 have?
A: C29H61N4O8

=====

Q: Which of these has the highest net charge?
A: C29H61N4O8

=====

Q: Look up the net charge of the second one.
A: 0